Molecular formula: C2H7NO3
Method: DFT, ωB97M-V/def2-TZVPD

Calculated values
Energy above the lowest of the compared OMol25 structures with the same formula, charge and spin: 93.9 kJ/mol
SMILES string: CNC(=O)O.O
2S+1: 1
Frontier orbital gap: 9.949 eV
LUMO: 0.587 eV
Electronic energy: -360.877903 a.u.

Geometry as XYZ:
```
13
Properties=species:S:1:pos:R:3:forces:R:3:lowdin_charge:R:1
C 0.708579 0.958602 1.887950 2.5 2.7 -0.7 -0.103
N -0.442767 0.900297 1.040063 0.1 -0.1 2.1 0.017
C -0.618007 0.378161 -0.186114 -2.1 0.8 0.7 -0.693
O 0.328021 0.343525 -1.095271 -0.2 -1.1 -1.4 0.098
O -1.754855 0.093490 -0.496371 -1.1 -0.6 -0.6 0.053
H 1.620649 0.601122 1.398381 -0.4 -0.7 0.0 0.080
H 1.030300 2.054558 1.944301 -0.6 -1.1 0.5 0.096
H 0.662533 0.575900 2.914153 -0.5 -0.2 -0.5 0.081
H -1.308335 1.013000 1.576260 0.4 -0.3 -1.0 0.155
H -0.273179 -0.112842 -1.808958 1.9 0.7 1.0 0.150
H 0.019694 -2.232993 -3.166596 -0.2 0.0 0.0 0.063
H 0.346369 -2.453030 -1.737018 2.0 -1.0 1.8 0.011
O -0.319002 -2.119791 -2.270781 -1.9 1.0 -2.0 -0.008
```
Positions in Å, forces in eV/Å.

***

Molecular formula: C2H7NO3
Method: DFT, ωB97M-V/def2-TZVPD

Calculated values
Energy above the lowest of the compared OMol25 structures with the same formula, charge and spin: 626.5 kJ/mol
SMILES string: CCOONO
2S+1: 1
Frontier orbital gap: 10.988 eV
LUMO: 1.030 eV
Electronic energy: -360.675012 a.u.

Geometry as XYZ:
```
13
Properties=species:S:1:pos:R:3:forces:R:3:lowdin_charge:R:1
C 1.350118 -0.505008 -0.310092 0.1 0.6 0.1 -0.257
C 1.100188 0.991522 -0.350732 -0.2 0.2 0.2 -0.088
N -1.953962 -0.843038 0.648998 1.9 0.7 -0.4 -0.018
O -0.537402 -1.034878 0.882748 -1.5 0.0 0.1 -0.114
O 0.135238 -1.245938 -0.385072 -0.1 0.0 0.0 -0.121
O -2.174402 0.568822 0.388478 -0.3 -1.0 0.4 -0.072
H -2.840772 0.781942 1.068008 0.5 0.0 -0.3 0.092
H -2.031752 -1.251888 -0.285922 -0.2 0.0 0.1 0.115
H 1.955578 -0.794108 -1.175082 -0.3 -0.3 0.0 0.123
H 1.903918 -0.790638 0.590918 -0.1 -0.1 -0.1 0.117
H 0.470198 1.258402 -1.205062 0.2 -0.1 0.1 0.081
H 0.578418 1.325752 0.551738 0.1 -0.1 -0.2 0.068
H 2.044628 1.539062 -0.418922 -0.1 -0.1 0.0 0.075
```
Positions in Å, forces in eV/Å.

***

Molecular formula: C2H7NO3
Method: DFT, ωB97M-V/def2-TZVPD

Calculated values
Energy above the lowest of the compared OMol25 structures with the same formula, charge and spin: 192.7 kJ/mol
SMILES string: NCOC=O.O
2S+1: 1
Frontier orbital gap: 10.551 eV
LUMO: 0.504 eV
Electronic energy: -360.840257 a.u.

Geometry as XYZ:
```
13
Properties=species:S:1:pos:R:3:forces:R:3:lowdin_charge:R:1
O -2.103139 -0.951069 3.898327 -0.4 -0.3 -4.1 0.024
O -0.887708 -0.755431 2.108265 3.6 0.4 -2.6 0.052
C -1.995708 -0.949424 2.640766 -3.6 -0.4 7.1 -0.404
N 0.000000 0.000000 0.000000 -0.7 -1.0 0.0 0.038
C -1.114740 -0.688394 0.708218 1.0 1.8 -3.2 -0.267
H -2.808773 -1.062411 1.896583 -0.4 -0.2 0.9 0.143
H 0.620414 -0.657803 -0.484825 -0.3 0.2 0.5 0.063
H -0.381472 0.618085 -0.724656 0.2 -0.3 0.6 0.073
H -1.968096 -0.004714 0.535560 0.3 -0.5 0.2 0.121
H -1.378827 -1.672336 0.275147 0.4 0.3 0.5 0.131
O 1.106240 -3.350917 0.282024 0.4 -0.5 0.9 -0.085
H 0.623044 -3.911163 0.930795 0.6 0.6 -0.6 0.054
H 2.037841 -3.351910 0.598812 -1.0 0.0 -0.3 0.056
```
Positions in Å, forces in eV/Å.

***

Molecular formula: C2H7NO4
Method: DFT, ωB97M-V/def2-TZVPD

Calculated values
Energy above the lowest of the compared OMol25 structures with the same formula, charge and spin: 153.9 kJ/mol
SMILES string: O=CNC=O.O.O
2S+1: 1
Frontier orbital gap: 10.677 eV
LUMO: 0.606 eV
Electronic energy: -436.094829 a.u.

Geometry as XYZ:
```
14
Properties=species:S:1:pos:R:3:forces:R:3:lowdin_charge:R:1
O -0.906111 2.529168 0.047372 -2.6 1.2 0.9 0.060
C 0.221551 2.224101 -0.018747 5.0 -1.9 -2.8 -0.314
N 0.599749 0.819824 0.102534 -0.1 2.8 -0.5 0.080
C 1.853819 0.301232 -0.436618 -0.5 -2.4 1.5 -0.295
O 2.947654 0.760977 -0.704980 -2.3 1.1 0.3 0.030
H 1.105014 2.892779 -0.512945 -1.8 -1.2 1.6 0.179
H -0.339917 0.336627 0.331284 2.6 -0.5 -0.6 0.124
H 1.772195 -0.820108 -0.407912 -0.3 0.7 -0.3 0.118
H -2.862399 -0.291330 1.609617 0.2 0.5 -0.3 0.055
H -2.116400 0.883573 0.803206 -0.6 0.0 0.3 0.018
O -2.077150 -0.033897 1.111386 0.4 -0.2 -0.1 -0.063
H 0.272361 -3.281392 0.040369 0.1 0.1 0.4 0.039
H -0.278722 -3.489071 -1.297957 -0.4 -1.9 -2.2 -0.008
O -0.191638 -2.832479 -0.666608 0.3 1.9 1.9 -0.022
```
Positions in Å, forces in eV/Å.

***

Molecular formula: C2H7NOS
Method: DFT, ωB97M-V/def2-TZVPD

Calculated values
Energy above the lowest of the compared OMol25 structures with the same formula, charge and spin: 485.9 kJ/mol
2S+1: 1
Frontier orbital gap (spin up / spin down): 7.773 / 7.777 eV
LUMO (spin up / spin down): -0.566 / -0.562 eV
Electronic energy: -608.412092 a.u.

Geometry as XYZ:
```
12
Properties=species:S:1:pos:R:3:forces:R:3:lowdin_charge:R:1
C -0.687029 -0.130929 -1.621152 0.6 1.1 1.3 -0.176
C 0.109025 0.892508 -0.927264 1.6 1.0 4.3 -0.095
N 1.480866 -0.189980 2.166975 0.0 1.1 -0.5 -0.329
O -0.402004 -1.576633 1.098193 -0.4 -0.3 -0.2 -0.475
S 0.212666 -0.284399 1.343925 -1.0 2.1 -1.1 0.666
H -1.294460 -0.536634 -0.786087 -0.3 -0.4 -1.2 0.067
H -1.211703 0.429674 -2.369654 -0.9 -0.3 -0.6 0.076
H 0.028182 -0.804431 -2.035786 -0.1 -1.0 -0.4 0.075
H -0.387318 1.836705 -0.470458 0.9 -1.7 -1.1 0.095
H 1.244595 0.927059 -0.954653 -1.7 0.2 -0.4 0.080
H 1.677973 -1.092247 2.525552 0.5 -1.1 0.6 -0.024
H -0.770794 0.529306 2.030409 0.7 -0.7 -0.6 0.039
```
Positions in Å, forces in eV/Å.

***

Molecular formula: C2H7NOS
Method: DFT, ωB97M-V/def2-TZVPD

Calculated values
Energy above the lowest of the compared OMol25 structures with the same formula, charge and spin: 379.0 kJ/mol
SMILES string: NC=O.CS
2S+1: 1
Frontier orbital gap: 9.040 eV
LUMO: -0.189 eV
Electronic energy: -608.452805 a.u.

Geometry as XYZ:
```
12
Properties=species:S:1:pos:R:3:forces:R:3:lowdin_charge:R:1
C -1.887586 -0.012120 2.306960 0.9 -1.3 -0.2 -0.375
S -1.347431 -1.001882 0.765804 -2.4 -2.9 0.1 0.544
H -0.980976 0.149768 2.887776 -0.5 0.3 0.2 0.014
H -2.547989 -0.837323 2.760370 1.1 1.4 -0.8 0.056
H -2.453231 0.854351 2.028276 0.0 0.4 0.0 0.007
H -0.552105 -1.165962 -0.328523 0.6 1.9 0.8 -0.194
C 2.182028 0.329989 -2.005090 2.9 1.8 -4.0 -0.392
N 0.915191 0.290540 -1.458178 -0.6 -0.2 -0.6 0.043
O 3.079450 1.119012 -1.756915 -1.4 -0.9 0.7 0.035
H 2.486165 -0.318942 -2.956744 -1.2 0.3 1.9 0.146
H 0.062096 0.860335 -1.575948 1.5 -0.4 0.1 0.113
H 1.044393 -0.267768 -0.667785 -0.8 -0.6 1.8 0.003
```
Positions in Å, forces in eV/Å.

***

Molecular formula: C2H7NOS2
Method: DFT, ωB97M-V/def2-TZVPD

Calculated values
Energy above the lowest of the compared OMol25 structures with the same formula, charge and spin: 126.4 kJ/mol
SMILES string: NCC=O.SS
2S+1: 1
Frontier orbital gap: 9.875 eV
LUMO: 0.270 eV
Electronic energy: -1006.735891 a.u.

Geometry as XYZ:
```
13
Properties=species:S:1:pos:R:3:forces:R:3:lowdin_charge:R:1
S 1.322496 0.742088 -2.625842 0.7 0.1 0.1 0.234
S -0.613990 0.157500 -2.671981 -0.6 0.0 -0.1 0.252
H 1.517598 1.009419 -3.924710 -0.1 0.1 -0.1 -0.204
H -1.166868 1.303114 -2.226434 0.0 -0.1 -0.1 -0.179
O 0.306500 0.588869 3.258774 -1.7 -0.2 -0.6 0.020
C -0.420480 0.256737 2.333487 2.2 0.3 0.7 -0.231
C 0.259266 -0.118461 1.006070 -0.5 1.6 0.3 -0.293
N -0.542711 -1.130473 0.425473 -0.1 -2.5 0.3 -0.034
H -1.528207 0.109750 2.412985 0.5 0.2 0.0 0.126
H 0.264815 0.759112 0.329179 -0.1 -0.2 0.4 0.099
H 1.307581 -0.315298 1.256958 -0.1 -0.3 -0.1 0.117
H -0.335135 -1.359563 -0.535394 0.1 0.3 -0.1 -0.003
H -0.370862 -2.002788 0.961439 -0.4 0.6 -0.6 0.095
```
Positions in Å, forces in eV/Å.

***

Molecular formula: C2H7NOS2
Method: DFT, ωB97M-V/def2-TZVPD

Calculated values
Energy above the lowest of the compared OMol25 structures with the same formula, charge and spin: 229.8 kJ/mol
2S+1: 1
Frontier orbital gap: 9.192 eV
LUMO: 0.570 eV
Electronic energy: -1006.696509 a.u.

Geometry as XYZ:
```
13
Properties=species:S:1:pos:R:3:forces:R:3:lowdin_charge:R:1
C 1.716883 0.289408 0.420873 -0.5 -1.8 -0.8 -0.138
C -2.310832 -0.632850 0.479028 -4.3 3.5 3.0 -0.483
N 1.297149 0.784929 -0.960520 1.5 -2.1 2.4 -0.382
O -0.095783 -1.332510 -1.252692 1.1 -2.6 0.7 -0.524
S -1.609692 0.898750 -0.205899 0.1 0.1 -0.3 0.489
S 0.011378 0.034934 -1.619593 -2.4 3.5 -0.6 0.678
H 0.824953 0.287753 1.132290 1.1 -0.2 -1.0 0.068
H 2.245300 -0.782665 0.349511 -1.3 2.6 0.2 0.124
H 2.405046 1.042734 0.732627 0.7 0.2 0.5 0.051
H -3.460135 -0.715017 0.324303 2.1 -0.1 -0.6 0.064
H -2.319678 -0.620895 1.620463 0.8 0.0 -1.4 0.052
H -1.715976 -1.325905 0.079528 1.8 -3.5 -1.3 -0.076
H 1.392160 1.781523 -0.961669 -0.6 0.4 -0.7 0.077
```
Positions in Å, forces in eV/Å.

***

Molecular formula: C2H7NOSi
Method: DFT, ωB97M-V/def2-TZVPD

Calculated values
Energy above the lowest of the compared OMol25 structures with the same formula, charge and spin: 289.2 kJ/mol
SMILES string: [H]/N=C\C.O=[SiH2]
2S+1: 1
Frontier orbital gap: 9.203 eV
LUMO: -0.397 eV
Electronic energy: -499.807644 a.u.

Geometry as XYZ:
```
12
Properties=species:S:1:pos:R:3:forces:R:3:lowdin_charge:R:1
C -0.504070 -1.501255 -0.269042 -1.5 0.4 -1.2 -0.341
C -0.177062 -0.894651 1.028937 -2.2 1.0 1.0 -0.118
N -1.463277 -1.150186 -1.013567 -0.1 -0.5 -1.3 0.064
O 2.294573 1.334779 -1.375042 1.1 -0.7 -0.3 -0.416
Si 1.243614 2.054203 -0.597213 -3.0 1.4 -0.5 0.581
H 0.174786 -2.296673 -0.688478 -0.6 0.6 0.7 0.123
H -0.886093 -0.022233 1.395608 1.5 -1.5 -1.2 0.124
H -0.281587 -1.651197 1.789597 0.4 -0.3 0.5 0.067
H 0.826072 -0.633881 0.866922 1.7 0.8 0.8 0.032
H -2.103166 -0.373423 -0.790215 0.8 -0.5 0.8 0.051
H 0.981567 2.517310 0.725576 1.0 -0.1 1.5 -0.099
H -0.105359 2.617207 -1.073083 0.8 -0.6 -0.7 -0.067
```
Positions in Å, forces in eV/Å.

***

Molecular formula: C2H7NOSi
Method: DFT, ωB97M-V/def2-TZVPD

Calculated values
Energy above the lowest of the compared OMol25 structures with the same formula, charge and spin: 278.5 kJ/mol
SMILES string: [H]/N=C\C.O=[SiH2]
2S+1: 1
Frontier orbital gap: 9.559 eV
LUMO: -0.632 eV
Electronic energy: -499.811731 a.u.

Geometry as XYZ:
```
12
Properties=species:S:1:pos:R:3:forces:R:3:lowdin_charge:R:1
C -0.191391 1.120332 1.533148 -0.3 1.4 -2.6 -0.311
C -0.862413 0.387262 0.408468 2.0 2.6 -1.6 -0.086
N -0.018110 2.372913 1.536090 -0.3 -0.2 0.0 0.082
O -0.359752 -2.145806 -1.814989 -2.5 -0.3 0.1 -0.432
Si 1.094331 -1.916655 -1.653177 1.4 0.1 -0.9 0.605
H 0.112410 0.512123 2.288900 1.1 -1.4 2.6 0.065
H -0.374397 -0.529705 0.256992 -0.2 -1.7 0.1 -0.003
H -1.852400 0.387481 0.749310 -1.8 -0.8 -0.4 0.066
H -0.693518 0.940038 -0.611219 -0.8 -0.7 1.9 0.121
H -0.474071 2.624970 0.655917 0.3 1.0 0.0 0.036
H 1.847026 -2.474103 -0.562888 0.6 0.0 0.6 -0.075
H 1.772285 -1.278849 -2.786553 0.5 0.2 0.2 -0.067
```
Positions in Å, forces in eV/Å.

***

> electronic energy of number 7 (C2H7NOS2)?

-1006.735891 a.u.